#P
The following is a DFT calculation (wB97M-V/def2-TZVPD) of a 8-piece molecular cluster, C24H68N4O8 overall.

## Properties
- Charge: 0
- HOMO: -9.080 eV
- Orbital gap: 9.434 eV
- Structure (SMILES): COC[C@H](C)N.COC[C@H](C)N.COC[C@H](C)N.COC[C@H](C)N.CCO.CCO.CCO.CCO

CARTESIAN COORDINATES (ANGSTROEM)
C1 -18.035 -8.859 17.592
O1 -17.125 -9.669 18.323
C2 -16.661 -10.730 17.553
C3 -15.946 -11.782 18.406
C4 -14.946 -11.131 19.348
N1 -15.174 -12.667 17.516
H1 -18.257 -7.967 18.166
H2 -18.836 -9.529 17.264
H3 -17.595 -8.491 16.651
H4 -17.443 -11.318 17.042
H5 -15.995 -10.396 16.749
H6 -16.644 -12.395 18.984
H7 -14.073 -10.717 18.843
H8 -14.499 -11.914 19.976
H9 -15.317 -10.389 20.054
H10 -14.935 -13.521 18.003
H11 -15.779 -12.909 16.734
C5 -15.421 -6.694 12.201
O2 -16.297 -7.396 13.072
C6 -16.649 -8.679 12.619
C7 -15.478 -9.671 12.586
C8 -15.780 -10.873 11.710
N2 -15.180 -10.095 13.964
H12 -15.193 -5.698 12.578
H13 -15.920 -6.629 11.232
H14 -14.434 -7.163 12.156
H15 -17.482 -9.038 13.225
H16 -17.121 -8.612 11.624
H17 -14.556 -9.229 12.210
H18 -15.639 -10.748 10.635
H19 -16.809 -11.235 11.806
H20 -15.126 -11.701 11.983
H21 -15.047 -9.281 14.549
H22 -15.866 -10.696 14.401
C9 -20.772 -9.364 12.343
O3 -22.055 -9.917 12.529
C10 -22.994 -8.977 13.003
C11 -24.370 -9.238 12.392
C12 -24.396 -8.957 10.891
N3 -25.454 -8.527 13.054
H23 -20.448 -8.706 13.150
H24 -20.759 -8.843 11.383
H25 -20.049 -10.171 12.226
H26 -22.997 -8.941 14.096
H27 -22.720 -7.965 12.656
H28 -24.472 -10.312 12.615
H29 -23.929 -9.741 10.296
H30 -23.741 -8.095 10.723
H31 -25.425 -8.802 10.583
H32 -25.362 -8.585 14.064
H33 -25.353 -7.537 12.830
C13 -13.841 -8.224 17.180
O4 -12.870 -7.268 16.815
C14 -12.901 -6.774 15.490
C15 -11.567 -6.818 14.786
C16 -10.583 -5.827 15.369
N4 -11.796 -6.546 13.354
H34 -14.781 -7.658 17.276
H35 -13.533 -8.774 18.057
H36 -14.168 -8.933 16.408
H37 -13.723 -7.175 14.885
H38 -13.190 -5.715 15.610
H39 -11.130 -7.821 14.816
H40 -10.870 -4.791 15.160
H41 -9.597 -5.932 14.913
H42 -10.528 -5.915 16.458
H43 -10.968 -6.701 12.793
H44 -12.013 -5.556 13.225
C17 -13.323 -14.407 13.156
C18 -13.723 -13.185 13.963
O5 -12.937 -12.032 13.675
H45 -12.254 -14.597 13.109
H46 -13.719 -14.463 12.139
H47 -13.803 -15.244 13.675
H48 -13.557 -13.400 15.028
H49 -14.789 -12.939 13.931
H50 -13.535 -11.264 13.566
C19 -13.861 -1.864 13.672
C20 -13.602 -3.300 13.102
O6 -12.235 -3.554 12.880
H51 -14.839 -1.912 14.145
H52 -13.687 -1.152 12.870
H53 -13.101 -1.704 14.439
H54 -14.249 -3.330 12.217
H55 -14.004 -4.004 13.830
H56 -11.939 -2.986 12.160
C21 -17.233 -5.109 8.116
C22 -17.013 -5.803 6.782
O7 -17.718 -5.140 5.721
H57 -18.306 -5.080 8.300
H58 -16.853 -4.085 8.127
H59 -16.688 -5.607 8.919
H60 -17.392 -6.824 6.771
H61 -15.953 -5.857 6.514
H62 -17.478 -4.209 5.800
C23 -16.364 -5.301 15.996
C24 -17.057 -4.225 15.160
O8 -17.430 -4.741 13.872
H63 -17.080 -5.786 16.655
H64 -15.591 -4.888 16.655
H65 -15.765 -5.995 15.402
H66 -16.454 -3.332 14.956
H67 -17.975 -3.928 15.674
H68 -16.903 -5.544 13.767


#Q
The following is a DFT calculation (wB97M-V/def2-TZVPD) of a 8-piece molecular cluster, C24H68N4O8 overall.

## Properties
- Charge: 0
- HOMO: -9.224 eV
- Orbital gap: 9.607 eV
- Structure (SMILES): COC[C@H](C)N.COC[C@H](C)N.COC[C@H](C)N.COC[C@H](C)N.CCO.CCO.CCO.CCO

CARTESIAN COORDINATES (ANGSTROEM)
C1 -4.896 4.419 -4.833
O1 -4.057 5.415 -4.271
C2 -3.421 6.174 -5.272
C3 -3.021 7.533 -4.654
C4 -4.305 8.412 -4.411
N1 -2.201 8.452 -5.487
H1 -4.346 3.873 -5.600
H2 -5.702 4.846 -5.430
H3 -5.178 3.550 -4.238
H4 -2.458 5.718 -5.501
H5 -4.031 6.441 -6.135
H6 -2.519 7.413 -3.694
H7 -4.220 9.484 -4.234
H8 -4.891 7.991 -3.594
H9 -4.991 8.312 -5.253
H10 -2.744 8.999 -6.141
H11 -1.635 7.865 -6.083
C5 2.360 -0.705 -11.664
O2 1.676 0.141 -10.785
C6 0.550 -0.413 -10.086
C7 0.277 0.440 -8.895
C8 -0.519 -0.382 -7.888
N2 -0.624 1.605 -9.170
H12 2.961 -0.018 -12.261
H13 1.611 -1.056 -12.374
H14 2.933 -1.511 -11.206
H15 -0.300 -0.475 -10.765
H16 0.952 -1.363 -9.737
H17 1.211 0.728 -8.414
H18 0.190 -1.188 -7.696
H19 -1.474 -0.761 -8.254
H20 -0.742 0.150 -6.963
H21 -1.561 1.231 -9.218
H22 -0.500 1.969 -10.104
C9 3.088 -4.701 9.231
O3 1.738 -4.901 8.688
C10 1.819 -4.588 7.268
C11 0.566 -5.073 6.451
C12 0.177 -4.327 5.212
N3 -0.606 -4.893 7.379
H23 3.769 -3.937 8.855
H24 3.614 -5.651 9.137
H25 3.010 -4.403 10.277
H26 1.853 -3.506 7.146
H27 2.753 -4.877 6.787
H28 0.537 -6.145 6.257
H29 -0.190 -3.314 5.378
H30 -0.643 -4.952 4.861
H31 0.945 -4.294 4.440
H32 -0.319 -5.425 8.188
H33 -0.497 -3.933 7.671
C13 9.724 -4.001 1.321
O4 8.425 -4.365 0.849
C14 7.913 -3.360 -0.083
C15 6.421 -3.735 -0.240
C16 5.819 -2.765 -1.145
N4 5.562 -3.854 1.004
H34 10.196 -4.883 1.754
H35 9.742 -3.227 2.088
H36 10.543 -3.692 0.671
H37 8.059 -2.400 0.412
H38 8.477 -3.261 -1.011
H39 6.453 -4.769 -0.583
H40 5.648 -1.751 -0.782
H41 4.844 -3.230 -1.289
H42 6.305 -2.747 -2.120
H43 5.491 -2.880 1.261
H44 6.205 -4.346 1.608
C17 -5.221 -2.841 0.299
C18 -5.420 -2.222 1.624
O5 -5.436 -0.804 1.469
H45 -4.204 -2.781 -0.089
H46 -6.006 -2.530 -0.391
H47 -5.444 -3.902 0.409
H48 -4.668 -2.555 2.339
H49 -6.311 -2.585 2.136
H50 -5.753 -0.512 2.327
C19 1.833 3.479 6.341
C20 1.501 2.007 6.711
O6 1.984 1.149 5.718
H51 1.796 3.779 5.294
H52 2.908 3.528 6.514
H53 1.284 4.192 6.956
H54 0.412 2.046 6.721
H55 1.772 1.776 7.741
H56 1.407 1.240 4.956
C21 -5.038 2.646 6.303
C22 -5.860 1.610 7.117
O7 -6.850 0.971 6.400
H57 -5.524 3.554 5.947
H58 -4.596 2.231 5.397
H59 -4.182 3.008 6.874
H60 -6.310 1.953 8.049
H61 -5.103 0.924 7.495
H62 -7.571 1.605 6.410
C23 -1.159 0.971 -1.024
C24 -0.292 -0.059 -0.286
O8 -0.462 0.173 1.091
H63 -0.853 1.118 -2.060
H64 -1.039 1.884 -0.441
H65 -2.223 0.733 -1.024
H66 0.760 -0.047 -0.568
H67 -0.549 -1.061 -0.630
H68 -1.409 0.214 1.246


Looking at the structures above, #P is most stable, and the difference to the next one is 0.1100 hartree.